{
  "formula": "C44H51MnN2P3Si2",
  "method": "ωB97M-V/def2-TZVPD",
  "homo_lumo_gap_ev": [7.5, 7.8],
  "multiplicity": 6,
  "homo_ev": [-6.9, -7.3],
  "s2": 8.764,
  "largest_force_ev_per_a": 0.7,
  "elements": ["Mn", "C", "Si", "C", "C", "N", "P", "C", "P", "N", "Si", "C", "C", "C", "C", "C", "C", "C", "C", "C", "C", "C", "C", "C", "C", "C", "C", "C", "C", "C", "C", "C", "C", "C", "C", "C", "C", "C", "H", "H", "H", "H", "H", "H", "H", "H", "H", "H", "H", "H", "H", "H", "H", "H", "H", "H", "H", "H", "H", "H", "H", "H", "H", "H", "H", "H", "H", "H", "H", "H", "H", "H", "H", "H", "H", "H", "C", "P", "C", "C", "C", "C", "C", "C", "C", "C", "C", "C", "C", "C", "H", "H", "H", "H", "H", "H", "H", "H", "H", "H", "H", "H", "H"],
  "xyz": [[-0.179, 0.236, -0.813], [3.437, -2.738, -2.236], [2.691, -1.038, -2.214], [4.102, 0.175, -2.199], [1.764, -0.758, -3.812], [1.538, -0.883, -0.949], [1.504, -0.982, 0.683], [-0.024, -0.722, 1.314], [-1.538, -1.243, 0.816], [-1.891, -0.864, -0.736], [-3.135, -1.201, -1.874], [-4.061, -2.788, -1.599], [-2.355, -1.289, -3.569], [-4.409, 0.163, -1.914], [-1.859, -3.030, 1.041], [-2.426, -3.551, 2.201], [-2.555, -4.925, 2.371], [-2.112, -5.792, 1.384], [-1.536, -5.284, 0.225], [-1.412, -3.914, 0.056], [-2.782, -0.422, 1.875], [-4.146, -0.646, 1.677], [-5.095, 0.090, 2.369], [-4.690, 1.070, 3.269], [-3.339, 1.289, 3.487], [-2.390, 0.540, 2.796], [2.365, -2.486, 1.254], [1.635, -3.593, 1.675], [2.281, -4.766, 2.047], [3.667, -4.835, 2.016], [4.407, -3.728, 1.621], [3.757, -2.561, 1.244], [2.570, 0.333, 1.389], [2.936, 1.453, 0.654], [3.668, 2.486, 1.233], [4.037, 2.408, 2.566], [3.665, 1.297, 3.319], [2.940, 0.272, 2.734], [3.851, -2.944, -3.228], [2.706, -3.514, -1.998], [4.252, -2.814, -1.513], [4.817, -0.144, -2.965], [4.628, 0.203, -1.242], [3.785, 1.194, -2.442], [2.405, -0.377, -4.610], [0.974, -0.017, -3.646], [1.283, -1.673, -4.170], [-3.412, -3.663, -1.569], [-4.751, -2.902, -2.442], [-4.661, -2.787, -0.685], [-2.116, -2.321, -3.840], [-1.414, -0.728, -3.580], [-2.999, -0.882, -4.353], [-4.586, 0.565, -0.912], [-5.361, -0.210, -2.305], [-4.095, 0.987, -2.562], [-2.764, -2.881, 2.983], [-3.001, -5.318, 3.276], [-2.215, -6.862, 1.515], [-1.179, -5.958, -0.544], [-0.950, -3.519, -0.843], [-4.473, -1.406, 0.975], [-6.149, -0.095, 2.202], [-5.430, 1.654, 3.803], [-3.017, 2.042, 4.196], [-1.332, 0.677, 2.967], [0.559, -3.527, 1.733], [1.701, -5.620, 2.371], [4.173, -5.747, 2.309], [5.488, -3.774, 1.609], [4.344, -1.699, 0.943], [2.646, 1.530, -0.386], [3.946, 3.349, 0.640], [4.609, 3.206, 3.022], [3.943, 1.231, 4.364], [2.650, -0.588, 3.328], [-2.398, 3.003, -0.714], [-0.620, 2.630, -0.637], [-0.089, 3.569, 0.816], [-0.229, 4.959, 0.852], [0.090, 5.660, 2.002], [0.536, 4.976, 3.129], [0.661, 3.596, 3.102], [0.350, 2.888, 1.946], [0.094, 3.465, -2.097], [1.171, 4.344, -2.032], [1.738, 4.846, -3.198], [1.238, 4.472, -4.436], [0.174, 3.583, -4.512], [-0.387, 3.077, -3.350], [-2.847, 2.574, -1.608], [-2.551, 4.082, -0.703], [-2.875, 2.549, 0.157], [-0.590, 5.496, -0.017], [-0.013, 6.738, 2.021], [0.783, 5.526, 4.029], [1.007, 3.060, 3.976], [0.449, 1.807, 1.921], [1.582, 4.629, -1.073], [2.576, 5.528, -3.135], [1.684, 4.864, -5.341], [-0.212, 3.276, -5.475], [-1.203, 2.365, -3.425]],
  "lowdin_spin": [4.514, 0.002, 0.016, 0.001, 0.007, 0.067, 0.028, 0.079, 0.026, 0.078, 0.017, 0.003, 0.005, 0.001, 0.006, 0.001, 0.000, 0.001, 0.000, 0.001, 0.001, 0.000, 0.000, 0.000, 0.000, 0.001, 0.006, 0.002, 0.000, 0.001, 0.000, 0.001, 0.003, 0.004, 0.001, 0.000, 0.001, 0.001, 0.000, 0.000, 0.000, 0.000, 0.000, 0.000, 0.000, 0.006, 0.000, 0.000, 0.000, 0.000, 0.000, 0.004, 0.000, 0.000, 0.000, 0.000, 0.000, 0.000, 0.000, 0.000, 0.000, 0.000, 0.000, 0.000, 0.000, 0.001, 0.001, 0.000, 0.000, 0.000, 0.000, 0.003, 0.000, 0.000, 0.000, 0.000, 0.008, 0.053, 0.005, 0.001, 0.000, 0.000, 0.000, 0.001, 0.011, 0.004, 0.001, 0.004, 0.000, 0.009, 0.000, 0.001, 0.000, 0.000, 0.000, 0.000, 0.000, 0.001, 0.000, 0.000, 0.000, 0.000, 0.002]
}